The following is a quantum chemistry calculation of a 24-piece molecular cluster, C40H101N11O51 overall, from OMol25.

Results
E: -6022.95909 hartree

```
! RIJCOSX wB97M-V def2-TZVPD def2/J DEFGRID3
* xyz 0 1
C 1.63761 -5.88585 1.09258
O 0.61744 -4.99047 0.81197
H 1.67488 -6.18569 2.13986
H 1.53739 -6.75290 0.43968
H 2.62256 -5.48307 0.85646
H -0.17622 -5.50372 0.64381
C -0.54315 -3.18544 4.08107
O -0.09826 -2.70214 2.85756
H 0.22214 -3.42927 4.81795
H -1.21889 -2.37266 4.34725
H -1.11174 -4.10871 3.96976
H 0.16874 -3.53420 2.46009
C -3.35368 4.64038 1.05618
O -3.26879 3.27856 1.28605
H -3.05704 4.92021 0.04533
H -4.40145 4.92928 0.97369
H -2.86862 5.26426 1.80692
H -2.31964 3.23086 1.42183
C 4.28039 -0.92863 -5.31190
O 5.03146 0.30813 -5.39512
H 5.01440 -1.64742 -5.67615
H 3.93975 -1.14574 -4.29952
H 3.56235 -0.85597 -6.12876
H 5.55121 0.44180 -4.59914
C -1.83566 -7.55680 0.03616
O -1.43355 -6.82243 1.15285
H -1.71749 -8.63727 0.11804
H -2.91590 -7.46747 -0.07877
H -1.40877 -7.05463 -0.83199
H -2.25616 -6.59771 1.59377
C -3.34159 -0.81124 -2.98811
N -3.22212 -1.57343 -4.20636
O -4.12845 -2.41056 -4.32704
O -2.52674 -1.08810 -5.09528
H -2.78285 -1.34732 -2.22095
H -4.40140 -0.79110 -2.73415
H -2.91361 0.17790 -3.15093
C -4.27110 4.16957 4.52855
N -5.70755 4.00258 4.19071
O -6.28502 2.99301 4.55406
O -6.35854 4.97214 3.72938
H -3.78407 3.30683 4.07406
H -4.16577 4.24433 5.61087
H -3.76110 5.08269 4.22163
C 4.18378 -0.14583 0.66954
N 4.64165 -0.82393 -0.58262
O 5.29762 -1.86986 -0.48861
O 4.30290 -0.31324 -1.66137
H 3.77835 -0.88131 1.36437
H 3.36837 0.55489 0.49005
H 4.95249 0.41306 1.20323
C 2.73039 -0.46945 3.98760
N 1.28986 -0.32214 4.43883
O 0.59958 0.44798 3.74919
O 0.89854 -0.91739 5.41459
H 3.37633 -0.20680 4.82539
H 2.86397 0.12575 3.08428
H 2.89018 -1.51809 3.73676
C 3.88334 -4.72561 -2.21898
N 2.77693 -4.23423 -3.13544
O 3.07409 -3.51996 -4.02224
O 1.64735 -4.64433 -2.88353
H 4.43832 -5.38382 -2.88746
H 3.44824 -5.20411 -1.34158
H 4.54732 -3.92947 -1.88224
C 1.72499 5.40101 2.74870
N 0.61512 5.73445 1.88645
O 0.23372 6.87070 1.86503
O 0.19840 4.79588 1.21933
H 1.48053 4.95965 3.71490
H 2.24782 6.34590 2.89682
H 2.33803 4.69504 2.18846
C -2.09889 -5.59096 -3.53341
N -2.17483 -4.83654 -2.26602
O -1.27790 -4.05270 -2.04044
O -3.21719 -4.96453 -1.59589
H -2.64519 -4.99558 -4.26497
H -2.52166 -6.59512 -3.56523
H -1.08031 -5.53374 -3.91725
C -0.00739 6.64810 -1.54893
N -0.15752 8.08678 -1.15470
O -1.31838 8.45075 -1.01344
O 0.83691 8.90096 -1.04323
H 0.03607 6.02766 -0.65380
H 0.84545 6.53483 -2.21821
H -0.95225 6.32913 -1.98892
C 7.29660 -3.73821 -4.35302
N 7.39204 -5.18757 -3.89644
O 8.06514 -5.98418 -4.64557
O 6.91723 -5.44116 -2.84630
H 6.96129 -3.84315 -5.38484
H 8.29597 -3.33140 -4.19855
H 6.53904 -3.21714 -3.76764
C 0.43777 -1.49862 -4.79826
N -0.10022 -2.32070 -5.84963
O 0.28310 -2.10050 -6.96098
O -0.84343 -3.22678 -5.56474
H 0.62285 -2.08027 -3.89519
H -0.27771 -0.68260 -4.69676
H 1.42783 -1.08443 -4.98884
C 5.73261 -4.73702 1.41187
N 5.71822 -4.08640 2.79437
O 6.52972 -4.35217 3.67152
O 4.85652 -3.29577 2.85842
H 5.74108 -5.80837 1.61246
H 6.64996 -4.49967 0.87311
H 4.77933 -4.43172 0.98040
C -1.22405 2.93432 -5.10154
O -1.18361 4.22948 -5.73059
C -0.74417 4.30242 -7.02150
O -0.41265 3.34267 -7.68066
O -0.67678 5.59995 -7.37241
C -0.27514 5.92958 -8.63683
H -2.03701 2.83270 -4.38259
H -0.32898 2.59044 -4.58318
H -1.53074 2.18565 -5.83196
H 0.70113 5.48244 -8.82402
H -0.09277 7.00246 -8.69840
H -1.05763 5.64000 -9.33822
C -3.00671 -2.77238 0.50595
O -4.05817 -2.08930 1.07932
C -4.53616 -0.87504 0.82460
O -4.21759 -0.22703 -0.14891
O -5.30408 -0.42475 1.78559
C -5.72942 0.94921 1.66809
H -2.96472 -3.80695 0.84654
H -2.07909 -2.29118 0.81590
H -3.00939 -2.75562 -0.58391
H -4.91437 1.67240 1.64017
H -6.35958 1.21855 2.51571
H -6.41969 1.09531 0.83726
C 2.94448 -5.36500 4.62351
O 3.56895 -4.39598 5.44769
C 3.02055 -3.93216 6.62150
O 1.97012 -4.36386 7.02437
O 3.79796 -3.03454 7.17063
C 3.64712 -2.52662 8.45857
H 3.41502 -5.35496 3.64035
H 1.91553 -5.10394 4.37611
H 3.07904 -6.34009 5.09169
H 3.03256 -1.63723 8.31926
H 4.61748 -2.20895 8.84012
H 3.26716 -3.19183 9.23396
C 1.56461 -2.29253 -0.80289
O 1.35609 -1.08159 -0.11123
C 0.51424 -0.21598 -0.76047
O 0.07513 -0.30737 -1.92562
O 0.36129 0.81533 -0.00388
C -0.49328 1.90280 -0.39381
H 2.02530 -2.93443 -0.05200
H 2.22533 -2.11374 -1.65117
H 0.56140 -2.69190 -0.95187
H -1.32926 1.34617 -0.81737
H -0.10328 2.34371 -1.31120
H -0.80161 2.46493 0.48768
C -5.31510 1.28167 -6.28341
O -5.50577 1.60785 -4.90358
C -5.03623 2.62318 -4.24792
O -4.45743 3.56988 -4.76505
O -5.26634 2.32505 -3.01958
C -4.71855 3.16641 -1.95106
H -4.29841 0.88887 -6.29610
H -5.47546 2.10595 -6.97835
H -5.88662 0.37451 -6.47971
H -4.27579 2.49165 -1.21841
H -5.49383 3.79817 -1.51756
H -3.88245 3.80881 -2.22740
C 2.79048 3.87391 -1.41229
O 2.13263 3.42277 -2.61213
C 2.80439 3.35494 -3.69081
O 3.86804 3.93225 -3.94768
O 2.11832 2.66957 -4.52434
C 2.45159 2.56239 -5.89572
H 3.86041 3.77889 -1.59755
H 2.48407 3.31415 -0.52861
H 2.71318 4.94812 -1.24432
H 3.51801 2.45947 -6.09639
H 2.08464 3.43541 -6.43545
H 1.95792 1.67771 -6.29786
C -0.55722 2.15378 6.20575
O -0.22599 3.51601 6.30773
C -0.69993 4.41571 5.42959
O -1.13091 4.23168 4.27470
O -0.48835 5.65790 6.09923
C -0.82964 6.94902 5.42492
H 0.32589 1.51927 6.13094
H -1.21252 1.94425 5.36030
H -1.10866 1.89000 7.10821
H -0.78080 7.74070 6.17254
H -1.81021 6.91954 4.94983
H -0.14630 7.10638 4.59042
C -2.99381 -0.03118 3.99622
O -3.65625 0.15695 5.21794
C -4.14315 -0.90496 5.91009
O -4.17516 -2.01339 5.45025
O -4.74756 -0.47330 7.00506
C -4.71323 0.85363 7.54374
H -1.92194 0.16601 4.01378
H -3.33431 0.81361 3.39747
H -3.07355 -1.06149 3.64951
H -4.51395 1.57341 6.74982
H -3.78492 0.86565 8.11488
H -5.56521 1.20512 8.12569
*
```